Version i
The following is a DFT calculation (wB97M-V/def2-TZVPD) of a cluster of 2 separate species, C2H6S2 in total.

ORCA input file:
```
! RIJCOSX wB97M-V def2-TZVPD def2/J DEFGRID3
* xyz 0 1
C 2.570 2.163 1.212
C 1.436 2.848 1.167
H 3.382 2.318 0.514
H 2.880 1.657 2.116
H 0.946 3.181 0.263
H 0.868 3.030 2.069
S -1.581 -1.961 -0.436
S -0.214 -0.389 -0.764
H -2.615 -1.125 -0.316
H 0.522 -0.682 0.317
*
```

As for the SMILES: C=C.SS. For the HOMO-LUMO gap, the calculation gives 9.467 eV.

---

Version ii
The following is a DFT calculation (wB97M-V/def2-TZVPD) of the molecule C2H6S2.

ORCA input file:
```
! RIJCOSX wB97M-V def2-TZVPD def2/J DEFGRID3
* xyz 0 1
C 0.592 -2.120 -0.026
S 0.919 -0.591 1.105
S 1.086 1.574 0.052
C -0.685 1.901 -0.029
H -0.434 -1.828 -0.168
H 1.110 -1.981 -0.970
H 0.541 -3.042 0.542
H -0.686 2.747 -0.751
H -1.132 1.121 -0.598
H -1.310 2.220 0.843
*
```

As for the SMILES: CSSC. For the HOMO-LUMO gap, the calculation gives 8.215 eV.

---

Version iii
The following is a DFT calculation (wB97M-V/def2-TZVPD) of the molecule C2H6S2.

ORCA input file:
```
! RIJCOSX wB97M-V def2-TZVPD def2/J DEFGRID3
* xyz 0 1
S 2.094 0.145 -0.045
C 0.480 -0.562 -0.086
C -0.479 0.635 -0.042
S -2.149 -0.168 -0.032
H 2.857 -0.947 0.206
H 0.315 -1.179 0.794
H 0.389 -1.305 -0.828
H -0.309 1.260 -0.842
H -0.376 1.133 0.927
H -2.822 0.988 -0.052
*
```

As for the SMILES: SCCS. For the HOMO-LUMO gap, the calculation gives 9.883 eV.

---

Winner for stability: version iii

---

Version i
The following is a DFT calculation (wB97M-V/def2-TZVPD) of a cluster of 2 separate species, C2H6S2 in total.

ORCA input file:
```
! RIJCOSX wB97M-V def2-TZVPD def2/J DEFGRID3
* xyz 0 1
C -2.596 -0.499 -0.267
C 2.556 0.586 0.273
S -1.433 0.454 0.648
S 1.611 -0.820 -0.314
H -2.686 -0.217 -1.364
H -3.436 -0.751 0.250
H -2.027 -1.396 -0.230
H 3.037 0.484 1.298
H 1.758 1.317 0.339
H 3.216 0.841 -0.633
*
```

For the HOMO-LUMO gap (alpha / beta), the calculation gives 5.234 / 5.371 eV.

---

Version ii
The following is a DFT calculation (wB97M-V/def2-TZVPD) of a cluster of 2 separate species, C2H6S2 in total.

ORCA input file:
```
! RIJCOSX wB97M-V def2-TZVPD def2/J DEFGRID3
* xyz 0 1
C 0.972 0.453 0.924
S 0.650 -0.567 -1.592
S -0.700 0.643 1.455
C -0.990 -0.540 -0.994
H -1.008 -1.231 -0.153
H 1.283 -0.549 0.588
H 1.191 1.237 0.204
H -1.091 0.522 -0.601
H 1.505 0.634 1.871
H -1.811 -0.601 -1.703
*
```

For the HOMO-LUMO gap, the calculation gives 5.893 eV.

---

Winner for stability: version ii

---

Version i
The following is a DFT calculation (wB97M-V/def2-TZVPD) of a cluster of 9 separate species, C18H54O9 in total.

ORCA input file:
```
! RIJCOSX wB97M-V def2-TZVPD def2/J DEFGRID3
* xyz 0 1
C -1.140 -4.210 1.282
C -2.457 -4.758 1.828
O -2.252 -5.055 3.194
H -0.343 -4.745 1.798
H -1.030 -3.165 1.579
H -1.071 -4.286 0.201
H -2.725 -5.659 1.260
H -3.300 -4.095 1.631
H -3.043 -5.449 3.571
C 0.511 -2.956 3.807
C 1.906 -2.353 3.814
O 2.029 -1.453 2.705
H 0.308 -3.437 4.769
H 0.428 -3.751 3.066
H -0.295 -2.232 3.683
H 2.600 -3.185 3.677
H 2.119 -1.830 4.748
H 2.927 -1.439 2.366
C 3.090 -2.106 -3.527
C 4.248 -2.329 -4.483
O 4.549 -3.712 -4.664
H 2.127 -2.231 -4.021
H 3.157 -1.062 -3.209
H 3.159 -2.784 -2.680
H 5.159 -1.865 -4.086
H 4.097 -1.891 -5.467
H 5.191 -4.054 -4.044
C -3.404 1.070 -1.182
C -2.792 1.285 -2.578
O -1.984 0.178 -2.942
H -2.585 1.056 -0.456
H -3.908 0.111 -1.100
H -4.079 1.876 -0.883
H -2.212 2.216 -2.563
H -3.606 1.434 -3.292
H -1.157 0.332 -2.441
C -3.377 -0.261 2.639
C -3.830 -1.434 1.808
O -4.916 -1.039 0.970
H -3.041 0.538 1.979
H -2.583 -0.581 3.315
H -4.210 0.076 3.257
H -4.186 -2.238 2.470
H -3.046 -1.872 1.179
H -5.090 -1.721 0.317
C -0.343 2.089 2.784
C -0.212 1.167 3.990
O 1.180 0.934 4.265
H 0.195 3.033 2.883
H -1.385 2.390 2.622
H 0.033 1.609 1.879
H -0.717 0.212 3.836
H -0.637 1.629 4.882
H 1.403 0.093 3.843
C -0.138 -1.047 0.124
C 0.942 -0.363 -0.712
O 0.388 0.656 -1.531
H 0.291 -1.740 0.848
H -0.918 -1.512 -0.478
H -0.659 -0.310 0.748
H 1.305 -1.161 -1.371
H 1.763 -0.024 -0.079
H 0.790 1.500 -1.239
C 3.178 4.478 -0.296
C 2.463 3.199 0.129
O 1.173 3.092 -0.476
H 2.594 5.359 -0.031
H 3.307 4.469 -1.382
H 4.181 4.517 0.129
H 2.349 3.252 1.220
H 3.043 2.304 -0.085
H 0.700 3.891 -0.219
C 0.426 3.698 -3.928
C 0.380 5.141 -4.373
O 0.656 5.203 -5.780
H -0.164 3.034 -4.561
H 0.072 3.572 -2.905
H 1.437 3.284 -3.969
H 1.090 5.766 -3.823
H -0.632 5.529 -4.208
H 0.525 6.123 -6.031
*
```

As for the SMILES: CCO.CCO.CCO.CCO.CCO.CCO.CCO.CCO.CCO. For the HOMO-LUMO gap, the calculation gives 9.686 eV.

---

Version ii
The following is a DFT calculation (wB97M-V/def2-TZVPD) of a cluster of 9 separate species, C18H54O9 in total.

ORCA input file:
```
! RIJCOSX wB97M-V def2-TZVPD def2/J DEFGRID3
* xyz 0 1
C 3.630 -3.771 -2.703
C 2.970 -4.074 -1.388
O 1.803 -4.874 -1.633
H 4.519 -3.165 -2.511
H 2.952 -3.238 -3.363
H 3.971 -4.706 -3.147
H 2.687 -3.154 -0.859
H 3.663 -4.623 -0.739
H 1.406 -5.049 -0.775
C -3.921 -2.933 1.722
C -3.949 -1.606 2.461
O -2.641 -1.045 2.625
H -3.691 -2.779 0.668
H -4.880 -3.442 1.817
H -3.150 -3.583 2.140
H -4.429 -1.711 3.440
H -4.514 -0.856 1.911
H -2.167 -1.573 3.274
C -1.881 2.846 4.515
C -0.558 3.088 3.846
O -0.205 4.471 3.961
H -1.800 2.965 5.595
H -2.226 1.831 4.308
H -2.633 3.528 4.117
H -0.617 2.766 2.797
H 0.238 2.496 4.314
H 0.751 4.525 3.880
C -3.899 5.176 0.504
C -2.707 4.287 0.760
O -3.160 2.943 0.850
H -4.702 4.951 1.208
H -4.301 5.044 -0.502
H -3.632 6.227 0.633
H -2.223 4.578 1.701
H -1.985 4.383 -0.059
H -2.383 2.366 0.823
C -1.315 -3.224 -2.146
C -2.729 -3.735 -2.322
O -3.067 -3.987 -3.685
H -1.154 -2.218 -2.536
H -0.593 -3.885 -2.632
H -1.055 -3.257 -1.084
H -3.435 -3.027 -1.873
H -2.819 -4.702 -1.829
H -3.104 -3.151 -4.156
C 1.448 -0.393 -3.005
C 1.547 -0.619 -4.487
O 1.141 0.572 -5.152
H 2.043 0.463 -2.681
H 1.894 -1.251 -2.492
H 0.407 -0.266 -2.712
H 0.900 -1.460 -4.771
H 2.568 -0.915 -4.762
H 1.135 0.411 -6.099
C 4.537 -1.781 1.558
C 4.157 -0.615 0.700
O 5.291 -0.230 -0.078
H 5.391 -1.541 2.192
H 4.810 -2.638 0.941
H 3.699 -2.060 2.199
H 3.824 0.236 1.305
H 3.322 -0.910 0.051
H 5.007 0.426 -0.721
C 0.207 -1.043 0.586
C 0.034 0.350 1.083
O -1.304 0.816 0.916
H -0.429 -1.796 1.056
H 1.234 -1.407 0.717
H 0.052 -1.091 -0.493
H 0.650 1.044 0.504
H 0.348 0.501 2.125
H -1.916 0.135 1.216
C 1.372 4.058 0.556
C 0.885 3.769 -0.831
O 1.911 3.036 -1.510
H 1.688 3.121 1.023
H 0.604 4.517 1.181
H 2.243 4.716 0.552
H 0.677 4.691 -1.388
H -0.049 3.195 -0.801
H 1.610 2.858 -2.407
*
```

As for the SMILES: CCO.CCO.CCO.CCO.CCO.CCO.CCO.CCO.CCO. For the HOMO-LUMO gap, the calculation gives 9.878 eV.

---

Winner for stability: version ii